{"formula": "C8H32N16O8Y", "method": "wB97M-V/def2-TZVPD", "elements": ["Y", "C", "O", "N", "N", "H", "H", "H", "H", "C", "O", "N", "N", "H", "H", "H", "H", "C", "O", "N", "N", "H", "H", "H", "H", "C", "O", "N", "N", "H", "H", "H", "H", "C", "O", "N", "N", "H", "H", "H", "H", "C", "O", "N", "N", "H", "H", "H", "H", "C", "O", "N", "N", "H", "H", "H", "H", "C", "O", "N", "N", "H", "H", "H", "H"], "positions_angstrom": [[-2.900, 18.930, -6.016], [-5.585, 19.545, -3.673], [-4.527, 19.303, -4.232], [-5.795, 20.690, -2.952], [-6.684, 18.747, -3.695], [-6.458, 20.726, -2.194], [-5.051, 21.361, -2.890], [-6.578, 17.806, -4.023], [-7.543, 19.102, -3.314], [-4.817, 16.676, -8.011], [-4.246, 17.604, -7.434], [-5.945, 16.108, -7.522], [-4.326, 16.116, -9.142], [-6.490, 16.686, -6.909], [-6.325, 15.301, -7.984], [-4.624, 15.218, -9.480], [-3.640, 16.636, -9.652], [0.495, 20.049, -5.794], [-0.596, 19.508, -6.042], [1.586, 19.292, -5.529], [0.671, 21.384, -5.861], [1.349, 18.318, -5.491], [2.529, 19.610, -5.664], [-0.073, 21.916, -6.276], [1.599, 21.768, -5.809], [-1.352, 19.122, -2.718], [-1.851, 18.772, -3.792], [-0.209, 18.589, -2.231], [-1.918, 20.104, -1.967], [0.230, 18.954, -1.406], [0.198, 17.840, -2.757], [-2.635, 20.677, -2.367], [-1.466, 20.330, -1.098], [-2.583, 22.435, -5.701], [-2.674, 21.221, -5.486], [-2.828, 22.987, -6.911], [-2.117, 23.298, -4.756], [-3.023, 23.967, -7.018], [-2.990, 22.341, -7.659], [-1.709, 22.883, -3.938], [-1.931, 24.243, -5.042], [-5.769, 20.533, -7.421], [-4.804, 20.061, -6.794], [-7.006, 20.469, -6.873], [-5.653, 21.192, -8.592], [-7.050, 19.961, -6.006], [-7.815, 20.826, -7.349], [-4.784, 21.116, -9.084], [-6.475, 21.598, -9.002], [-0.763, 16.605, -7.698], [-1.619, 17.221, -7.037], [-0.571, 16.784, -9.017], [0.063, 15.741, -7.065], [0.100, 16.191, -9.478], [-1.281, 17.235, -9.563], [0.930, 15.514, -7.530], [0.089, 15.846, -6.067], [-3.472, 15.785, -4.321], [-3.602, 16.867, -4.904], [-2.346, 15.462, -3.644], [-4.380, 14.796, -4.441], [-1.609, 16.130, -3.544], [-2.329, 14.573, -3.176], [-5.268, 15.065, -4.824], [-4.196, 13.819, -4.302]], "forces_ev_per_angstrom": [[-0.570, -1.036, 1.904], [-0.644, 0.710, 0.998], [0.336, -0.023, -0.350], [0.292, 0.115, -0.080], [0.424, 0.110, -0.524], [-0.085, -0.096, -0.118], [0.082, -0.038, -0.133], [-0.198, -0.097, 0.078], [-0.114, -0.427, 0.059], [0.249, -0.808, -0.020], [-0.310, 0.709, -0.532], [0.473, 0.169, 0.128], [0.128, 0.221, 0.231], [-0.183, -0.294, 0.136], [-0.475, 0.204, 0.033], [-0.144, 0.139, -0.219], [0.201, -0.207, -0.023], [0.458, 0.195, -0.939], [-0.209, 0.077, -0.078], [-0.895, -0.032, 0.250], [-0.098, -0.306, 0.165], [0.571, -0.152, -0.100], [0.066, -0.083, 0.135], [0.148, 0.157, -0.009], [-0.092, 0.228, -0.005], [-0.427, 0.905, -0.013], [0.259, -0.528, -0.373], [-0.469, -0.041, -0.253], [0.782, -0.589, 0.018], [0.173, -0.231, 0.029], [0.277, 0.004, 0.189], [-0.137, -0.081, 0.053], [-0.378, 0.417, 0.080], [0.646, 0.841, 0.234], [0.127, -0.227, -0.011], [-0.038, -0.418, 0.166], [-0.657, -0.720, -0.627], [0.080, -0.008, -0.212], [-0.391, 0.221, -0.157], [0.028, 0.324, 0.160], [0.238, 0.092, 0.453], [-0.503, 0.326, 0.577], [0.481, 0.203, -0.796], [0.796, -0.149, -0.301], [0.017, -0.330, 0.524], [-0.416, 0.128, 0.046], [-0.193, -0.119, 0.212], [-0.123, 0.140, -0.294], [0.209, 0.052, -0.413], [-0.151, 0.588, 0.724], [-0.158, 0.121, -0.434], [0.125, -0.343, 0.181], [0.337, 0.173, -0.353], [-0.161, 0.093, -0.316], [0.079, 0.119, -0.056], [0.012, -0.308, 0.216], [-0.003, -0.213, 0.056], [1.242, -0.260, -0.791], [-0.372, 0.333, 0.148], [-0.473, -0.371, -0.052], [-0.666, 0.316, 0.043], [-0.053, 0.121, 0.072], [0.376, 0.157, 0.257], [0.016, -0.216, -0.232], [0.060, 0.044, 0.261]], "lowdin_charge": [1.740, -0.620, -0.062, 0.187, 0.192, 0.119, 0.103, 0.111, 0.121, -0.595, -0.102, 0.198, 0.201, 0.114, 0.122, 0.124, 0.103, -0.597, -0.106, 0.202, 0.212, 0.105, 0.126, 0.100, 0.127, -0.605, -0.082, 0.199, 0.202, 0.122, 0.108, 0.093, 0.117, -0.621, -0.093, 0.203, 0.199, 0.128, 0.101, 0.114, 0.122, -0.592, -0.116, 0.210, 0.203, 0.094, 0.124, 0.114, 0.125, -0.604, -0.104, 0.208, 0.198, 0.127, 0.110, 0.123, 0.108, -0.605, -0.083, 0.201, 0.193, 0.088, 0.120, 0.100, 0.122], "energy_ha": -1840.15468, "relative_energy_kcal_mol": 4.0, "homo_energy_ha": -0.638, "total_charge": 3, "homo_lumo_gap_ev": 10.37}

---

{"formula": "CH2NO2", "method": "wB97M-V/def2-TZVPD", "elements": ["C", "N", "O", "O", "H", "H"], "positions_angstrom": [[0.696, 0.020, 0.064], [-0.607, 0.059, 0.054], [-1.269, -1.169, -0.016], [-1.258, 1.122, -0.085], [1.250, 0.884, -0.262], [1.188, -0.916, 0.244]], "forces_ev_per_angstrom": [[0.859, 0.057, 0.252], [-1.622, -3.059, -1.513], [1.196, 2.832, 0.837], [-0.177, 0.076, 0.243], [-0.123, 0.305, 0.340], [-0.133, -0.211, -0.159]], "lowdin_charge": [-0.091, -0.538, -0.273, -0.157, 0.030, 0.029], "energy_ha": -244.44953, "relative_energy_kcal_mol": 105.3, "homo_energy_ha": -0.104, "total_charge": -1, "homo_lumo_gap_ev": 7.74}

---

{"formula": "H20O10", "method": "wB97M-V/def2-TZVPD", "elements": ["O", "H", "H", "O", "H", "H", "O", "H", "H", "O", "H", "H", "O", "H", "H", "O", "H", "H", "O", "H", "H", "O", "H", "H", "O", "H", "H", "O", "H", "H"], "positions_angstrom": [[-10.155, 19.760, -13.265], [-9.912, 18.946, -12.824], [-10.188, 20.412, -12.564], [-7.064, 20.723, -14.906], [-7.084, 21.620, -14.570], [-7.976, 20.434, -14.871], [-9.308, 21.636, -8.414], [-8.800, 20.949, -8.844], [-10.218, 21.352, -8.500], [-9.838, 14.614, -12.503], [-10.737, 14.700, -12.819], [-9.723, 13.674, -12.359], [-13.177, 21.346, -10.175], [-12.911, 20.598, -9.639], [-14.105, 21.465, -9.976], [-6.747, 20.138, -10.530], [-6.766, 19.306, -11.001], [-6.226, 20.717, -11.086], [-12.854, 20.843, -15.336], [-12.983, 20.029, -15.822], [-12.154, 20.642, -14.714], [-8.908, 16.314, -9.328], [-7.954, 16.384, -9.283], [-9.078, 15.873, -10.160], [-11.665, 24.657, -10.897], [-11.528, 25.028, -10.025], [-12.027, 23.786, -10.733], [-6.813, 17.108, -12.595], [-7.546, 16.493, -12.591], [-6.108, 16.639, -13.042]], "forces_ev_per_angstrom": [[-0.117, 0.073, -0.389], [0.117, -0.233, 0.081], [0.014, 0.265, 0.222], [0.298, -0.097, -0.071], [-0.007, 0.231, 0.049], [-0.340, -0.147, 0.101], [-0.057, 0.202, 0.130], [0.368, -0.193, -0.203], [-0.219, -0.001, 0.010], [0.275, 0.273, 0.128], [-0.248, 0.094, -0.093], [0.081, -0.267, 0.055], [0.255, 0.192, -0.119], [0.067, -0.216, 0.118], [-0.273, 0.079, -0.005], [-0.229, 0.085, 0.329], [0.010, -0.357, -0.243], [0.104, 0.170, -0.132], [-0.196, 0.209, -0.080], [-0.033, -0.167, -0.128], [0.299, -0.096, 0.252], [-0.173, 0.112, 0.137], [0.270, 0.070, 0.058], [-0.142, -0.200, -0.299], [0.025, 0.165, -0.220], [0.084, 0.098, 0.198], [-0.131, -0.358, 0.030], [-0.039, 0.267, 0.264], [-0.291, -0.217, -0.036], [0.226, -0.033, -0.144]], "lowdin_charge": [-0.035, 0.033, 0.041, -0.056, 0.028, 0.011, -0.048, 0.012, 0.015, -0.043, 0.038, 0.038, -0.044, 0.029, 0.037, -0.045, 0.008, 0.035, -0.053, 0.027, 0.002, -0.051, 0.031, 0.000, -0.053, 0.029, 0.003, -0.041, 0.013, 0.039], "energy_ha": -764.36642, "relative_energy_kcal_mol": 72.5, "homo_energy_ha": -0.409, "homo_lumo_gap_ev": 10.96}

---

{"formula": "C4H6N2", "method": "wB97M-V/def2-TZVPD", "elements": ["N", "C", "C", "C", "C", "N", "H", "H", "H", "H", "H", "H"], "positions_angstrom": [[2.044, -0.233, 0.254], [0.658, 0.021, 0.101], [-0.134, 1.157, -0.068], [-1.458, 0.684, -0.311], [-1.477, -0.664, -0.172], [-0.171, -1.059, 0.051], [2.454, -0.547, -0.627], [2.542, 0.612, 0.510], [-0.318, 1.892, 0.698], [-2.271, 1.374, -0.494], [-2.298, -1.357, -0.122], [0.133, -1.988, 0.284]], "forces_ev_per_angstrom": [[-0.102, 0.244, 0.011], [-0.276, -0.179, 0.136], [-0.430, -0.438, 0.573], [-0.367, -0.306, 0.076], [-0.116, -0.202, -0.269], [0.111, -0.116, -0.170], [-0.223, 0.035, 0.291], [-0.135, -0.028, 0.051], [1.590, 1.551, -0.406], [-0.162, -0.344, 0.251], [0.077, -0.168, -0.286], [0.032, -0.048, -0.257]], "lowdin_charge": [0.076, -0.373, -0.095, -0.140, -0.137, 0.061, 0.087, 0.081, 0.097, 0.094, 0.099, 0.149], "energy_ha": -265.47860, "relative_energy_kcal_mol": 35.8, "homo_energy_ha": -0.283, "homo_lumo_gap_ev": 8.74}